[1]
{"formula": "C48H42N12O11S2Ti", "method": "ωB97M-V/def2-TZVPD", "charge": -2, "homo_energy_ev": [-2.16, -3.00], "gap_ha": [0.19713, 0.22818], "lumo_ev": [3.21, 3.21], "multiplicity": 3, "relative_energy_kj_mol": 0.0, "total_energy_ev": -135643.96404, "mol_weight_g_mol": 1074.9, "elements": ["Ti", "S", "C", "N", "N", "C", "C", "C", "C", "C", "C", "N", "N", "C", "C", "C", "C", "C", "C", "H", "H", "H", "H", "H", "H", "H", "H", "H", "H", "H", "C", "O", "C", "O", "N", "N", "H", "H", "H", "H", "H", "H", "S", "C", "C", "C", "N", "C", "C", "C", "C", "C", "N", "C", "C", "H", "H", "H", "H", "H", "H", "H", "H", "N", "C", "C", "C", "C", "C", "C", "C", "H", "H", "H", "H", "O", "N", "O", "C", "C", "C", "C", "O", "C", "C", "N", "O", "O", "N", "O", "O", "H", "H", "C", "C", "C", "C", "C", "C", "C", "C", "C", "C", "O", "O", "H", "H", "H", "H", "H", "H", "H", "H", "H", "H", "H"], "positions_angstrom": [[-1.676, -0.352, 0.716], [-1.270, -1.575, -1.354], [-1.924, -0.373, -2.446], [-1.694, -0.348, -3.746], [-0.838, -1.301, -4.190], [-0.532, -1.405, -5.521], [-1.065, -0.528, -6.476], [-0.702, -0.659, -7.807], [0.182, -1.645, -8.228], [0.706, -2.515, -7.277], [0.360, -2.403, -5.944], [-2.735, 0.601, -1.991], [-2.845, 0.656, -0.662], [-3.786, 1.665, -0.282], [-3.959, 2.810, -1.061], [-4.791, 3.830, -0.630], [-5.487, 3.724, 0.566], [-5.357, 2.563, 1.315], [-4.522, 1.539, 0.896], [-0.505, -1.997, -3.533], [-1.753, 0.239, -6.151], [-1.125, 0.030, -8.530], [0.458, -1.734, -9.271], [1.400, -3.293, -7.577], [0.780, -3.084, -5.211], [-3.417, 2.898, -1.992], [-4.878, 4.728, -1.231], [-6.121, 4.532, 0.907], [-5.907, 2.446, 2.242], [-4.433, 0.643, 1.489], [1.245, 2.146, 2.986], [1.221, 2.865, 1.749], [0.643, 2.235, 0.710], [0.300, 1.074, 0.755], [0.557, 3.074, -0.356], [-0.241, 2.575, -1.412], [0.624, 2.681, 3.704], [2.277, 2.120, 3.335], [0.867, 1.135, 2.850], [0.344, 4.020, -0.054], [-0.126, 3.208, -2.191], [-1.215, 2.614, -1.115], [5.933, 1.252, -2.428], [4.382, 0.547, -1.899], [4.263, -0.001, -0.629], [3.034, -0.530, -0.257], [1.978, -0.544, -1.061], [2.095, -0.007, -2.269], [3.276, 0.558, -2.735], [6.492, -0.055, -3.502], [6.785, -1.320, -3.009], [7.233, -2.290, -3.891], [7.420, -2.081, -5.194], [7.139, -0.866, -5.653], [6.671, 0.172, -4.858], [5.103, -0.011, 0.054], [2.888, -0.955, 0.734], [1.199, -0.013, -2.882], [3.328, 0.997, -3.724], [6.653, -1.548, -1.959], [7.458, -3.287, -3.526], [7.283, -0.707, -6.717], [6.445, 1.139, -5.288], [-7.337, -4.715, 3.069], [-6.477, -4.046, 2.694], [-5.404, -3.211, 2.226], [-5.334, -2.854, 0.880], [-4.299, -2.048, 0.438], [-3.314, -1.577, 1.310], [-3.409, -1.946, 2.657], [-4.437, -2.753, 3.119], [-6.090, -3.212, 0.191], [-4.253, -1.781, -0.610], [-2.677, -1.577, 3.365], [-4.496, -3.028, 4.165], [-3.229, 6.468, 6.110], [-3.104, 5.252, 5.994], [-3.227, 4.482, 6.937], [-2.736, 4.714, 4.711], [-2.515, 5.579, 3.658], [-2.129, 5.059, 2.442], [-2.022, 3.641, 2.145], [-1.775, 3.197, 1.026], [-2.241, 2.800, 3.340], [-2.576, 3.327, 4.563], [-2.042, 1.409, 3.291], [-2.001, 0.814, 2.112], [-1.959, 0.701, 4.326], [-1.817, 6.028, 1.405], [-2.337, 7.137, 1.479], [-0.977, 5.755, 0.564], [-2.615, 6.644, 3.786], [-2.714, 2.670, 5.405], [5.329, -3.647, 3.487], [3.925, -3.417, 2.992], [2.971, -2.823, 3.809], [1.665, -2.612, 3.376], [0.659, -1.969, 4.294], [1.311, -3.037, 2.094], [2.247, -3.638, 1.251], [1.881, -4.045, -0.152], [3.548, -3.811, 1.714], [-0.083, -2.808, 1.565], [-0.800, -3.720, 1.214], [-0.363, -1.536, 1.493], [5.608, -2.911, 4.242], [6.052, -3.586, 2.671], [5.432, -4.637, 3.941], [3.249, -2.499, 4.808], [1.124, -1.700, 5.243], [-0.171, -2.648, 4.505], [0.210, -1.079, 3.852], [1.293, -3.270, -0.649], [1.269, -4.949, -0.152], [2.783, -4.225, -0.738], [4.286, -4.252, 1.050]]}

=====

[2]
{"formula": "C11H16O8PZn", "method": "ωB97M-V/def2-TZVPD", "charge": 1, "homo_energy_ev": -11.37, "gap_ha": 0.20983, "lumo_ev": -5.66, "multiplicity": 1, "relative_energy_kj_mol": 0.0, "total_energy_ev": -85743.58685, "mol_weight_g_mol": 372.6, "elements": ["O", "C", "Zn", "O", "C", "C", "O", "C", "O", "C", "O", "H", "C", "C", "O", "P", "O", "C", "C", "O", "C", "C", "H", "H", "H", "H", "H", "H", "H", "H", "H", "H", "H", "H", "H", "H", "H"], "positions_angstrom": [[1.196, 1.511, -3.918], [0.886, 0.958, -2.946], [-0.081, 0.129, -1.082], [-1.618, 2.189, -2.932], [-1.005, 1.509, -2.222], [-1.706, 0.130, 0.600], [-2.537, 0.089, 1.378], [1.451, -0.992, -0.212], [1.416, -1.567, 0.844], [-1.023, -1.907, -1.778], [-1.494, -2.927, -1.968], [2.419, -1.025, -0.827], [1.419, -0.851, 4.333], [0.149, -0.528, 3.595], [0.205, 0.661, 2.764], [1.563, 1.410, 2.152], [1.798, 2.636, 3.224], [2.686, 2.522, 4.359], [1.900, 2.651, 5.634], [0.783, 2.187, 0.884], [0.890, 3.586, 0.490], [-0.436, 4.279, 0.667], [2.269, -1.003, 3.658], [1.262, -1.779, 4.889], [1.645, -0.099, 5.087], [-0.124, -1.363, 2.932], [-0.679, -0.378, 4.296], [3.232, 1.569, 4.350], [3.409, 3.340, 4.285], [1.031, 1.994, 5.655], [2.537, 2.404, 6.487], [1.545, 3.674, 5.763], [1.652, 4.063, 1.114], [1.221, 3.603, -0.561], [-0.778, 4.195, 1.707], [-0.309, 5.336, 0.415], [-1.179, 3.823, -0.001]]}

=====

[3]
{"formula": "C6H9ClNO2", "method": "ωB97M-V/def2-TZVPD", "charge": 1, "homo_energy_ev": [-12.52, -13.45], "gap_ha": [0.24081, 0.28609], "lumo_ev": [-5.97, -5.66], "multiplicity": 1, "relative_energy_kj_mol": 503.2, "total_energy_ev": -24460.86466, "mol_weight_g_mol": 162.6, "elements": ["C", "C", "C", "C", "C", "C", "N", "O", "O", "Cl", "H", "H", "H", "H", "H", "H", "H", "H", "H"], "positions_angstrom": [[-0.924, -2.484, 0.071], [2.807, -1.312, 0.078], [-0.876, -1.176, -0.073], [0.450, -0.519, 0.056], [-2.114, -0.290, -0.284], [0.223, 3.016, 0.065], [0.958, 1.846, 0.214], [1.464, -1.401, -0.057], [0.272, 0.785, -0.099], [3.635, 0.151, 0.080], [-1.829, -3.057, 0.189], [-0.046, -3.005, 0.158], [3.422, -2.164, 0.334], [-1.810, 0.668, 0.147], [-2.897, -0.873, 0.227], [-2.511, -0.139, -1.283], [0.507, 3.791, 0.845], [-0.854, 2.698, 0.275], [0.122, 3.467, -0.942]]}

=====

[4]
{"formula": "C3H6N5O3", "method": "ωB97M-V/def2-TZVPD", "charge": 1, "homo_energy_ev": -12.98, "gap_ha": 0.24596, "lumo_ev": -6.29, "multiplicity": 1, "relative_energy_kj_mol": 744.4, "total_energy_ev": -16785.75256, "mol_weight_g_mol": 160.1, "elements": ["C", "C", "C", "N", "N", "N", "N", "N", "O", "O", "O", "H", "H", "H", "H", "H", "H"], "positions_angstrom": [[1.117, 1.943, 0.126], [2.833, 0.173, -0.217], [-0.413, -1.088, 0.157], [2.233, 1.544, -0.178], [-1.611, -0.886, 0.822], [0.136, 2.603, 0.385], [-2.590, -1.726, 0.534], [0.733, -0.598, 0.565], [0.917, -0.058, 1.626], [1.786, -0.788, -0.312], [-1.703, -0.022, 1.638], [3.371, 0.090, 0.653], [3.340, 0.124, -1.237], [-0.478, -1.432, -0.885], [0.141, 3.470, 0.859], [-3.499, -1.593, 0.960], [-2.467, -2.566, -0.069]]}

=====

[5]
{"formula": "C32H31Cl3GeIrN3O3Te", "method": "ωB97M-V/def2-TZVPD", "charge": 1, "homo_energy_ev": [-11.16, -11.41], "gap_ha": [0.23030, 0.20445], "lumo_ev": [-4.89, -5.84], "multiplicity": 2, "relative_energy_kj_mol": 155.7, "total_energy_ev": -148507.06743, "mol_weight_g_mol": 1004.4, "elements": ["Ir", "Cl", "Ge", "Cl", "Cl", "N", "C", "C", "C", "C", "C", "C", "C", "H", "H", "H", "H", "O", "N", "O", "C", "C", "C", "C", "C", "C", "Te", "N", "C", "O", "C", "C", "C", "C", "C", "C", "C", "C", "C", "C", "C", "C", "C", "C", "C", "C", "C", "C", "H", "H", "H", "H", "H", "H", "H", "H", "H", "H", "H", "H", "H", "H", "H", "H", "H", "H", "H", "H", "H", "H", "H", "H", "H", "H", "H"], "positions_angstrom": [[0.234, 0.487, 3.026], [2.378, -2.587, 3.159], [1.016, -1.376, 4.302], [2.063, -0.838, 6.091], [-0.612, -2.607, 4.998], [-5.007, -3.466, -0.323], [-4.192, -2.902, 0.256], [-3.180, -2.166, 0.953], [-3.516, -1.026, 1.680], [-2.520, -0.292, 2.298], [-1.178, -0.672, 2.203], [-0.861, -1.823, 1.479], [-1.850, -2.571, 0.869], [-4.550, -0.718, 1.754], [-2.807, 0.595, 2.851], [0.162, -2.177, 1.435], [-1.598, -3.463, 0.311], [-2.970, 0.990, 5.152], [-1.950, 1.517, 5.394], [-0.861, 1.504, 4.872], [-3.403, -4.204, -3.025], [-2.342, -3.256, -2.561], [-1.065, -3.692, -2.231], [-0.091, -2.821, -1.761], [1.261, -3.381, -1.396], [-0.415, -1.460, -1.628], [1.185, -0.300, -0.887], [1.236, 0.733, 1.487], [2.591, 0.912, 1.635], [3.387, 0.750, 0.730], [2.935, 1.333, 3.028], [2.126, 2.268, 3.692], [2.430, 2.627, 5.007], [3.528, 2.077, 5.634], [4.339, 1.164, 4.961], [4.048, 0.786, 3.667], [0.986, 1.423, -2.120], [1.471, 1.206, -3.417], [2.089, -0.092, -3.866], [1.344, 2.225, -4.354], [0.757, 3.439, -4.038], [0.625, 4.532, -5.057], [0.293, 3.621, -2.741], [0.390, 2.639, -1.765], [-0.133, 2.978, -0.400], [-1.703, -0.995, -1.934], [-2.138, 0.423, -1.724], [-2.633, -1.903, -2.414], [-3.024, -5.220, -3.108], [-3.793, -3.899, -3.996], [-4.238, -4.198, -2.320], [-0.820, -4.742, -2.333], [1.279, -4.455, -1.569], [1.503, -3.219, -0.341], [2.064, -2.940, -1.991], [1.389, 2.845, 3.142], [1.826, 3.367, 5.514], [3.770, 2.363, 6.648], [5.199, 0.740, 5.462], [4.665, 0.075, 3.136], [2.682, -0.571, -3.083], [2.760, 0.081, -4.706], [1.323, -0.799, -4.191], [1.719, 2.058, -5.356], [0.998, 4.217, -6.029], [1.186, 5.415, -4.748], [-0.417, 4.831, -5.170], [-0.169, 4.565, -2.476], [-0.955, 3.689, -0.485], [0.653, 3.443, 0.200], [-0.486, 2.108, 0.143], [-1.705, 0.833, -0.814], [-3.221, 0.470, -1.623], [-1.849, 1.059, -2.560], [-3.635, -1.556, -2.632]]}